34
Properties=species:S:1:pos:R:3:forces:R:3 method="wB97M-V/def2-TZVPD" s2=16.70 homo_ev="-3.4 / -1.5" spin_multiplicity=8 molar_mass_g_mol=402.53 homo_lumo_gap_ev="6.236 / 4.449" charge=-1 largest_force_ev_per_a=3.53 lumo_ev="2.850 / 2.952"
H -0.902471 -3.976749 -1.658021 -0.5863 0.2021 -0.4299
H 0.820965 -0.160147 -4.625941 -0.0860 0.1028 0.5352
C 0.340081 -0.685314 4.961424 0.0308 -0.0044 0.0449
O 0.877788 -0.642235 0.777527 -0.6844 1.1379 1.9296
C 1.154818 1.614643 -3.264061 -0.9426 0.4601 -0.6522
H -1.993904 -1.728200 -1.698480 -0.0617 0.1282 0.0370
H 0.438098 3.348161 -2.007301 -0.0067 -0.5280 0.0386
C 0.294439 0.570294 5.587468 0.0117 -0.1032 -0.2150
C 0.222025 2.404416 -2.512967 -0.1598 0.1408 -1.2339
H 0.409671 -1.711119 3.034769 0.0071 0.2420 0.1585
O 0.001976 2.804657 2.717577 0.0160 -0.3776 -0.0138
H -1.495663 -3.331270 -3.272429 0.1811 -0.3225 0.0885
O -0.254539 1.265517 0.646191 0.5490 -0.1622 1.6996
H 0.177751 2.730052 5.317232 -0.0099 -0.2295 0.0024
C -1.083045 1.826025 -2.671221 0.4747 0.1661 -1.2016
C 0.339062 -0.765450 3.570864 -0.0646 0.2901 0.5700
C 0.154603 1.683515 3.449016 -0.2919 -0.7671 0.0569
Gd 0.240498 0.106472 -1.395129 0.3464 -3.1689 1.5153
C 0.421816 0.558980 -3.908416 -0.7580 1.2138 -0.1657
H -2.021842 2.245955 -2.309069 0.3683 -0.2593 0.0936
C 0.228285 0.402768 2.829432 0.2634 0.7767 0.5433
C 0.295713 0.330323 1.375768 0.2548 -0.8412 -2.9891
H -0.167673 2.483729 1.780957 0.0537 0.1551 0.2544
C -0.957900 0.685298 -3.530203 0.5466 1.3093 -1.1080
N -0.989979 -1.839129 -1.854474 -0.3348 0.1873 0.4003
H -1.772136 0.047405 -3.869644 0.3636 0.1506 0.2565
H 0.922989 -2.882134 -3.803275 0.1700 -0.1090 0.2395
H 2.219219 1.824503 -3.393263 -0.4339 -0.1511 0.1642
C 0.213987 1.748309 4.849291 0.0070 -0.0798 -0.3229
H 0.316868 0.633973 6.675554 -0.0016 -0.0500 -0.2303
C 0.610791 -3.280853 -2.839197 0.4441 0.0241 -0.5154
H 0.388296 -1.600331 5.551527 0.0111 0.2779 -0.0587
C -0.799772 -3.171710 -2.430005 0.3547 0.1033 0.8447
H 1.349200 -3.540363 -2.081503 -0.0319 0.0858 -0.3366